Formula: C14H21BeNP
Source: OMol25
Level of theory: the ωB97M-V functional and the def2-TZVPD basis

The geometry in XYZ format:
```
38
Properties=species:S:1:pos:R:3:forces:R:3
C -0.834 -1.114 -2.954 0.342 -0.165 0.115
Be 0.479 -0.153 -2.389 -0.973 -0.414 0.212
N 0.981 1.086 -3.417 -0.020 -0.209 0.383
H -3.527 0.345 -2.225 -0.368 -0.611 0.056
H -3.898 -0.319 -2.187 0.316 0.641 -0.023
H -1.442 -1.507 -2.138 -0.137 -0.070 -0.175
H -0.495 -1.949 -3.573 -0.165 -0.082 -0.120
H -1.466 -0.468 -3.564 -0.236 -0.047 -0.226
H 1.936 0.922 -3.741 0.296 0.378 -0.047
H 0.875 2.037 -3.030 0.346 -0.022 -0.304
H 0.385 1.006 -4.241 -0.099 0.198 -0.313
C 2.331 0.718 -0.091 0.197 0.602 0.564
P 0.643 0.050 -0.315 0.246 -1.137 0.398
C 0.621 -1.456 0.713 -0.498 1.086 -1.368
C 1.319 -1.498 1.930 0.741 -0.220 0.981
C 1.404 -2.682 2.660 -0.256 0.065 -0.371
C 0.718 -3.818 2.221 0.416 -0.253 0.677
C -0.080 -3.757 1.068 -0.424 0.890 -0.829
C -0.143 -2.572 0.320 0.033 -1.053 0.551
C -0.368 1.299 0.598 0.174 0.331 0.355
C -0.825 2.462 -0.052 0.112 -0.052 0.441
C -1.279 3.539 0.723 0.059 -0.168 -0.048
C -1.341 3.442 2.119 -0.098 -0.125 -0.283
C -1.053 2.224 2.738 0.014 -0.194 -0.338
C -0.589 1.145 1.979 -0.074 0.587 -0.003
H 3.061 0.132 -0.664 -0.355 0.040 0.099
H 2.603 0.695 0.971 0.112 0.186 -0.216
H 2.354 1.756 -0.446 0.060 -0.128 0.080
H 1.810 -0.605 2.329 -0.065 -0.338 -0.215
H 2.010 -2.715 3.570 -0.252 0.010 -0.208
H 0.770 -4.737 2.811 -0.008 0.252 -0.256
H -0.656 -4.632 0.758 0.140 0.295 0.052
H -0.770 -2.477 -0.565 0.216 -0.291 0.188
H -0.801 2.521 -1.153 0.141 0.102 0.638
H -1.554 4.472 0.232 -0.012 -0.193 0.099
H -1.649 4.296 2.723 0.040 -0.183 -0.219
H -1.167 2.117 3.815 0.010 0.021 -0.168
H -0.363 0.198 2.466 0.032 0.273 -0.157
```
Positions in Å, forces in eV/Å.

## Properties
Kohn-Sham gap (alpha / beta) = 0.1389 / 0.1260 Eh
Charge = -1
Spin multiplicity = 1
Energy = -26036.9091 eV
Maximum force = 1.8 eV/Å

Here are the Löwdin charges for atoms 1 to 5, given in e: atom 1 (C): -0.257, atom 2 (Be): -0.433, atom 3 (N): 0.042, atom 4 (H): 0.018, atom 5 (H): 0.026

Formula: C14H21BrF3N3O10PS
Source: OMol25
Level of theory: the ωB97M-V functional and the def2-TZVPD basis

The geometry in XYZ format:
```
54
Properties=species:S:1:pos:R:3:forces:R:3
C 5.098 -0.732 0.583 -0.060 -0.460 -0.047
P 4.632 0.002 -1.019 0.136 -0.016 -0.309
C 5.334 1.683 -0.870 -0.332 0.386 0.005
N 2.906 0.483 -0.730 -0.259 -1.464 0.004
C 2.048 -0.407 -0.125 0.092 0.202 -0.407
N 2.356 -1.743 -0.015 -0.127 0.827 0.430
S 2.175 -2.700 -1.492 -0.027 -0.150 -0.017
N 0.906 0.045 0.349 0.174 -0.012 0.158
C 0.535 1.447 0.411 -0.201 -0.197 0.447
C 0.393 2.159 -0.921 -0.071 -0.968 0.282
O 0.575 3.300 -1.042 0.205 1.560 -0.180
Br -0.144 1.079 -2.438 -0.039 -0.359 -0.079
H 6.144 -0.459 0.749 -0.112 0.002 0.070
H 5.041 -1.821 0.481 0.045 0.202 0.154
H 4.485 -0.430 1.436 0.155 0.182 -0.087
H 4.560 2.410 -1.148 0.205 -0.101 -0.061
H 6.155 1.784 -1.581 0.029 0.017 0.188
H 5.653 1.928 0.146 0.054 -0.079 -0.145
H 2.520 0.768 -1.634 -0.164 0.566 0.324
H 1.867 -2.192 0.754 -0.021 -0.106 -0.198
H 2.682 -1.764 -2.297 0.159 0.029 -0.114
H 0.232 -0.620 0.712 -0.116 -0.034 -0.146
H -0.444 1.492 0.907 0.180 0.036 -0.085
H 1.240 2.020 1.022 -0.026 -0.096 -0.223
C -3.627 -2.109 1.116 -0.060 -0.049 -0.039
C -2.176 -2.532 1.231 -0.043 0.022 -0.046
O -1.527 -1.287 1.487 0.122 -0.180 0.152
C -2.437 -0.450 2.085 -0.192 0.042 -0.112
O -2.135 0.569 2.610 0.134 0.053 -0.110
O -3.667 -0.955 1.971 0.039 -0.039 0.019
F -1.677 -3.050 0.089 0.008 0.105 -0.029
H -3.864 -1.809 0.095 0.057 -0.028 -0.032
H -4.333 -2.859 1.456 -0.013 0.090 0.151
H -1.964 -3.216 2.054 0.033 -0.062 -0.051
C -3.092 2.031 5.557 0.096 0.048 0.036
C -4.537 2.407 5.302 -0.012 -0.126 0.029
O -5.235 1.485 6.114 -0.046 0.193 0.117
C -4.420 1.126 7.150 0.049 -0.082 -0.084
O -4.771 0.553 8.121 -0.004 -0.041 -0.022
O -3.149 1.527 6.894 0.020 0.042 -0.035
F -4.898 2.228 4.008 0.006 -0.083 -0.005
H -2.773 1.240 4.880 -0.082 0.018 -0.089
H -2.403 2.868 5.494 -0.015 0.016 0.165
H -4.806 3.422 5.601 -0.026 0.034 -0.104
C -0.539 -0.105 -6.417 -0.112 0.040 0.069
C -0.042 -1.038 -7.502 0.083 0.028 0.060
O 1.044 -1.691 -6.856 -0.185 -0.181 -0.100
C 0.814 -1.682 -5.528 0.147 0.026 0.119
O 1.408 -2.334 -4.732 0.061 0.094 0.148
O -0.188 -0.825 -5.222 -0.053 0.099 -0.140
F 0.414 -0.377 -8.582 0.085 0.045 0.031
H 0.002 0.842 -6.442 0.041 -0.012 -0.084
H -1.608 0.079 -6.449 -0.018 -0.107 0.112
H -0.763 -1.791 -7.824 0.000 0.026 -0.091
```
Positions in Å, forces in eV/Å.

## Properties
Kohn-Sham gap = 0.3137 Eh
Charge = +1
Spin multiplicity = 1
Energy = -138116.8054 eV
Maximum force = 1.6 eV/Å

Here are the Löwdin charges for atoms 1 to 5, given in e: atom 1 (C): -0.297, atom 2 (P): 0.894, atom 3 (C): -0.285, atom 4 (N): -0.101, atom 5 (C): -0.510

Formula: C14H21BrNO
Source: OMol25
Level of theory: the ωB97M-V functional and the def2-TZVPD basis

The geometry in XYZ format:
```
38
Properties=species:S:1:pos:R:3:forces:R:3
C -3.048 -3.894 -0.797 -0.001 -0.050 -0.037
C -2.936 -2.876 0.036 0.133 0.286 0.088
C -1.648 -2.136 0.254 -0.104 -0.614 0.053
N -1.687 -0.776 -0.352 0.534 0.158 -0.115
C -2.662 0.167 0.256 -0.471 0.528 0.040
C -2.321 1.600 -0.148 0.077 0.018 0.208
C -1.300 2.296 0.761 0.282 -0.237 -0.210
C -0.041 1.487 1.081 -0.263 0.396 0.345
O 0.417 0.798 -0.090 0.284 0.038 -0.110
C 1.764 0.403 -0.036 0.334 -0.115 0.002
C 2.085 -0.821 0.534 -0.175 0.223 -0.097
C 3.398 -1.247 0.573 0.204 0.029 -0.036
C 4.383 -0.430 0.037 0.201 -0.089 0.018
Br 6.196 -1.000 0.080 -0.326 0.106 -0.009
C 4.064 0.792 -0.531 0.037 -0.196 0.112
C 2.747 1.232 -0.575 -0.357 -0.159 0.072
C 2.411 2.559 -1.178 -0.043 0.067 0.022
H -3.980 -4.414 -0.929 -0.219 -0.074 0.002
H -2.213 -4.262 -1.370 0.220 -0.039 -0.090
H -3.783 -2.538 0.614 -0.182 -0.021 0.062
H -0.823 -2.685 -0.204 0.001 0.150 0.040
H -1.453 -2.023 1.323 0.103 0.138 -0.106
H -0.731 -0.292 -0.290 -0.404 -0.362 -0.148
H -1.903 -0.873 -1.349 0.040 0.024 0.153
H -3.666 -0.097 -0.078 0.126 -0.116 0.036
H -2.620 0.059 1.341 0.031 -0.169 -0.043
H -3.233 2.197 -0.131 -0.029 -0.072 -0.096
H -1.957 1.604 -1.178 -0.070 0.030 -0.079
H -1.767 2.554 1.711 -0.008 0.049 0.040
H -1.011 3.227 0.273 0.004 0.054 0.057
H -0.232 0.753 1.876 0.064 0.010 -0.065
H 0.742 2.162 1.438 -0.001 -0.128 -0.021
H 1.309 -1.444 0.956 -0.110 -0.059 0.054
H 3.656 -2.196 1.014 0.030 -0.086 0.036
H 4.843 1.413 -0.943 0.084 0.053 -0.057
H 1.363 2.604 -1.464 -0.014 0.071 -0.055
H 2.610 3.356 -0.462 -0.025 0.102 0.000
H 3.027 2.742 -2.054 0.010 0.055 -0.063
```
Positions in Å, forces in eV/Å.

## Properties
Kohn-Sham gap = 0.3381 Eh
Charge = +1
Spin multiplicity = 1
Energy = -88432.1310 eV
Maximum force = 0.7 eV/Å

Here are the Löwdin charges for atoms 1 to 5, given in e: atom 1 (C): 0.055, atom 2 (C): -0.165, atom 3 (C): -0.151, atom 4 (N): 0.038, atom 5 (C): -0.135

Formula: C14H21ErN7S3
Source: OMol25
Level of theory: the ωB97M-V functional and the def2-TZVPD basis

The geometry in XYZ format:
```
46
Properties=species:S:1:pos:R:3:forces:R:3
Er 0.838 -0.553 -0.145 -1.267 -0.300 0.057
N 2.305 -3.922 2.770 0.023 -0.200 -0.133
C 1.773 -2.856 2.170 -0.249 -0.088 0.291
S 0.851 -3.134 0.715 0.253 0.375 -0.039
N 1.929 -1.721 2.826 0.007 0.020 -0.200
N 1.477 -0.634 2.168 -0.020 -0.248 0.100
C 1.386 0.425 2.878 -0.022 0.505 0.091
C 1.047 1.711 2.266 0.045 -0.144 0.084
C 0.968 2.846 3.060 0.021 0.132 0.159
C 0.735 4.074 2.471 0.001 0.074 0.093
C 0.602 4.140 1.093 0.011 0.088 -0.013
C 0.679 2.964 0.376 0.006 -0.134 -0.041
N 0.872 1.763 0.932 -0.024 -0.206 -0.185
H 2.208 -4.833 2.360 0.041 -0.024 -0.007
H 2.846 -3.798 3.609 -0.004 0.017 0.000
H 1.621 0.383 3.937 0.019 0.035 0.009
H 1.110 2.754 4.130 -0.013 0.024 -0.047
H 0.677 4.972 3.075 0.002 -0.055 -0.025
H 0.456 5.081 0.579 0.000 -0.052 0.026
H 0.606 2.998 -0.704 0.006 0.019 0.028
C -2.272 0.747 -0.270 0.090 -0.040 -0.010
C -1.911 0.969 -1.731 0.031 -0.065 -0.004
N -0.469 0.780 -1.962 0.283 -0.035 0.175
C -0.136 0.305 -3.318 -0.127 -0.076 0.055
C -0.632 -1.116 -3.579 -0.004 0.000 -0.015
S -0.481 -2.257 -2.176 0.100 0.100 0.260
C -2.171 -2.254 -1.479 -0.010 -0.026 -0.048
C -2.326 -1.743 -0.050 0.005 0.086 -0.068
N -1.639 -0.470 0.272 -0.065 -0.072 0.045
H -1.910 1.588 0.321 0.005 0.030 0.046
H -3.360 0.711 -0.159 -0.042 0.016 -0.016
H -2.448 0.269 -2.363 -0.035 -0.026 -0.032
H -2.236 1.965 -2.035 -0.043 0.067 -0.032
H -0.002 1.671 -1.852 -0.007 0.089 -0.077
H -0.562 0.963 -4.081 -0.010 0.044 -0.055
H 0.945 0.337 -3.409 0.109 -0.010 0.025
H -1.669 -1.148 -3.912 0.006 0.012 -0.013
H -0.034 -1.554 -4.376 -0.014 0.003 -0.057
H -2.808 -1.722 -2.183 -0.014 -0.004 0.020
H -2.503 -3.291 -1.485 -0.029 -0.021 -0.013
H -3.397 -1.656 0.155 -0.052 0.009 0.010
H -1.918 -2.486 0.630 0.053 -0.071 0.069
H -1.681 -0.400 1.284 0.003 0.019 0.076
S 4.656 -1.719 -0.385 -0.041 0.051 -0.025
C 3.453 -0.887 -0.995 0.109 0.151 -0.210
N 2.525 -0.259 -1.429 0.863 -0.070 -0.354
```
Positions in Å, forces in eV/Å.

## Properties
Kohn-Sham gap (alpha / beta) = 0.2690 / 0.2690 Eh
Charge = +1
Spin multiplicity = 4
Energy = -85415.1325 eV
Maximum force = 1.3 eV/Å

Here are the Löwdin charges for atoms 1 to 5, given in e: atom 1 (Er): 1.075, atom 2 (N): 0.105, atom 3 (C): -0.848, atom 4 (S): 0.567, atom 5 (N): -0.009